No. 1
This record from the Open Molecules 2025 dataset describes a structure of composition C3H5Li2O2. The level of theory is the ωB97M-V functional and the def2-TZVPD basis.

XYZ file:
```
12
C3H5Li2O2 the ωB97M-V functional and the def2-TZVPD basis
C -0.8129 0.2126 0.8483
C 0.3703 0.3859 1.7074
H -1.2047 1.1480 0.4336
H -1.5575 -0.4821 1.2509
H 0.8389 1.3667 1.5571
H 1.1066 -0.2746 0.9018
H 0.1859 0.0872 2.7457
O -0.0185 -0.5689 -0.4234
C 0.1021 0.1254 -1.5820
O 0.4426 -0.6670 -2.5081
Li 0.4100 0.9826 -3.4520
Li 0.1374 -2.3158 -1.4794
```

Total charge: +1
LUMO in eV: -3.68
Strongest force on any atom in eV/A: 4.324
Frontier orbital gap in eV: 9.04
Multiplicity: 1

***

No. 2
This record from the Open Molecules 2025 dataset describes a structure of composition C3H5LiO4. The level of theory is the ωB97M-V functional and the def2-TZVPD basis.

XYZ file:
```
13
C3H5LiO4 the ωB97M-V functional and the def2-TZVPD basis
H -0.8806 0.4850 2.4525
C -0.1967 0.2346 1.6477
C 0.6832 -0.9424 1.3867
O 1.3071 -0.5856 0.1443
C 0.7315 0.5020 -0.3569
O 1.2431 1.1312 -1.3110
O -0.0811 1.0888 0.5723
H 0.1317 -1.8867 1.2554
H 1.4685 -1.0907 2.1414
H -0.0785 0.8964 -2.2996
Li -2.6421 0.6543 -1.2784
O -0.9834 0.1775 -1.9911
H -0.7027 -0.6644 -2.3633
```

Total charge: +1
LUMO (alpha / beta) in eV: -4.64 / -4.70
Strongest force on any atom in eV/A: 5.025
Frontier orbital gap (alpha / beta) in eV: 7.32 / 10.55
Multiplicity: 2

***

No. 3
This record from the Open Molecules 2025 dataset describes a structure of composition C3H5LiORb. The level of theory is the ωB97M-V functional and the def2-TZVPD basis.

XYZ file:
```
11
C3H5LiORb the ωB97M-V functional and the def2-TZVPD basis
O 1.3943 0.4685 0.4969
C 0.4364 1.3684 0.0348
H 0.9502 2.2541 -0.4471
Li 2.6341 2.6132 2.6510
Rb -0.7298 -1.3896 0.7882
C 2.3825 5.0587 3.1133
H 3.4161 5.4071 3.0255
H 1.9294 5.0148 4.1080
C 1.6420 4.8226 2.0088
H 0.5938 4.5315 2.1144
H 2.0749 5.0027 1.0195
```

Energy above the lowest of the compared OMol25 structures with the same formula, charge and spin in kJ/mol: 0.0
Total charge: 0
LUMO (alpha / beta) in eV: -0.89 / -0.94
Strongest force on any atom in eV/A: 5.445
Frontier orbital gap (alpha / beta) in eV: 2.31 / 5.56
Multiplicity: 2

***

No. 4
This record from the Open Molecules 2025 dataset describes a structure of composition C3H5MnO3. The level of theory is the ωB97M-V functional and the def2-TZVPD basis.

XYZ file:
```
12
C3H5MnO3 the ωB97M-V functional and the def2-TZVPD basis
O -0.4871 0.4357 -0.4632
C 0.7225 0.0187 -0.2059
C -1.3864 0.0108 0.5837
O 1.7010 0.3258 -0.8760
O 0.8111 -0.7101 0.8686
C -0.5037 -0.9125 1.4336
H -2.2328 -0.5008 0.1182
H -1.7240 0.9053 1.1166
H -0.7554 -1.9725 1.3254
H -0.4661 -0.6310 2.4906
H 2.1610 1.7796 -3.9815
Mn 2.1599 1.2508 -2.4101
```

Energy above the lowest of the compared OMol25 structures with the same formula, charge and spin in kJ/mol: 0.0
Total charge: +1
LUMO (alpha / beta) in eV: -3.59 / -5.27
Strongest force on any atom in eV/A: 2.619
Frontier orbital gap (alpha / beta) in eV: 10.44 / 9.17
Multiplicity: 6

***

No. 5
This record from the Open Molecules 2025 dataset describes a cluster of 2 separate species, C3H5N in total. The level of theory is the ωB97M-V functional and the def2-TZVPD basis.

XYZ file:
```
9
C3H5N the ωB97M-V functional and the def2-TZVPD basis
C -0.7007 1.3058 -1.1578
C 0.2696 0.6568 -0.3337
C 0.1949 -0.6814 0.3245
N 0.2884 0.8468 -1.7955
H -1.6324 1.8068 -1.2791
H 1.2631 1.5118 0.4371
H 1.1855 -1.1327 0.3558
H -0.4715 -1.3451 -0.2283
H -0.1690 -0.5783 1.3453
```

Energy above the lowest of the compared OMol25 structures with the same formula, charge and spin in kJ/mol: 323.4
Total charge: 0
LUMO in eV: 1.16
Strongest force on any atom in eV/A: 4.769
Frontier orbital gap in eV: 11.06
Multiplicity: 1

***

No. 6
This record from the Open Molecules 2025 dataset describes a structure of composition C3H5N. The level of theory is the ωB97M-V functional and the def2-TZVPD basis.

XYZ file:
```
9
C3H5N the ωB97M-V functional and the def2-TZVPD basis
C -0.8630 -0.8326 -0.0645
C 0.6174 -0.4625 0.0106
C -0.0068 0.9985 0.0050
N -1.3045 0.3694 0.1360
H -1.2037 -1.8498 -0.0712
H 1.0440 -0.8151 0.9475
H 1.3350 -0.8704 -0.7732
H 0.1585 1.7470 0.7154
H 0.2230 1.7155 -0.9055
```

Energy above the lowest of the compared OMol25 structures with the same formula, charge and spin in kJ/mol: 207.8
Total charge: 0
LUMO in eV: 1.11
Strongest force on any atom in eV/A: 3.277
Frontier orbital gap in eV: 10.74
Multiplicity: 1

***

No. 7
This record from the Open Molecules 2025 dataset describes the ion C3H5N2 with charge +1. The level of theory is the ωB97M-V functional and the def2-TZVPD basis.

XYZ file:
```
10
C3H5N2 the ωB97M-V functional and the def2-TZVPD basis
H 0.7177 -0.7442 2.5346
N 0.5168 -0.9217 1.5309
C 0.8895 -0.6018 0.4102
C 0.9275 0.6989 -0.5794
C -0.2034 -0.2901 -0.4815
N -1.5267 -0.1479 -0.5381
H 0.8758 1.7890 -0.5967
H 1.8247 0.4117 -1.2284
H -2.0207 -0.9331 -0.2326
H -2.0012 0.7391 -0.8189
```

Energy above the lowest of the compared OMol25 structures with the same formula, charge and spin in kJ/mol: 517.9
Total charge: +1
SMILES string: [H]/N=C1\CC1=[NH2+]
LUMO in eV: -6.08
Strongest force on any atom in eV/A: 4.035
Frontier orbital gap in eV: 8.86
Multiplicity: 1

***

No. 8
This record from the Open Molecules 2025 dataset describes a cluster of 2 separate species, C3H5N2O in total. The level of theory is the ωB97M-V functional and the def2-TZVPD basis.

XYZ file:
```
11
C3H5N2O the ωB97M-V functional and the def2-TZVPD basis
C -1.4198 -0.6744 0.1215
C 0.1748 1.1262 -0.5823
C -0.0991 -0.2121 0.0276
N -2.5071 -1.0592 0.0790
N 0.8926 -1.0666 0.1299
O 2.1358 -0.8285 -0.1249
H 1.0102 1.5795 -0.0539
H -0.7006 1.7656 -0.5111
H 0.4628 0.9943 -1.6294
H -0.6305 0.3400 1.9649
H 0.6810 -1.9649 0.5786
```

Energy above the lowest of the compared OMol25 structures with the same formula, charge and spin in kJ/mol: 194.6
Total charge: -1
LUMO (alpha / beta) in eV: 4.34 / 4.34
Strongest force on any atom in eV/A: 1.291
Frontier orbital gap (alpha / beta) in eV: 6.38 / 6.37
Multiplicity: 1

***

| no. | calculated total energy (a.u.) |
| --- | --- |
| 1 | -282.619445 |
| 2 | -425.517092 |
| 3 | -223.961308 |
| 4 | -1493.744789 |
| 5 | -171.931891 |
| 6 | -171.975948 |
| 7 | -226.395121 |
| 8 | -301.930740 |